1.
A molecular structure, C36H43BBrI2NO20Si2. Source: the OMol25 dataset; level of theory: ωB97M-V/def2-TZVPD.

```
106
Properties=species:S:1:pos:R:3:forces:R:3
C -2.58708 -1.94651 2.88647 -0.52 -0.87 -0.17
C -2.21083 -3.07200 1.92417 0.56 0.97 -0.25
B -2.43694 -2.83357 0.38019 -0.50 -0.82 0.50
O -1.77050 -3.68977 -0.47750 0.12 0.86 -0.45
Si -3.49850 -1.37356 -0.53885 0.10 0.31 -1.41
C -2.51939 -0.95882 -2.08988 -0.19 -0.03 0.87
N -3.52181 0.13029 0.34251 -0.31 -0.77 0.02
O -5.02022 -1.84101 -1.09794 0.25 0.35 1.32
Si -6.28222 -2.12536 -0.07937 -0.47 -0.82 -0.44
C -6.06806 -3.62245 1.03946 -0.26 0.42 -0.75
C -6.06580 -4.98814 0.33179 0.58 -0.14 0.72
C -4.69310 -5.63462 0.11476 -0.55 -0.02 -0.28
C -4.20301 -5.42454 -1.28835 -0.04 -0.29 -0.24
O -3.03517 -6.19183 -1.50284 0.09 -0.20 0.22
C -6.68429 -0.68364 1.08339 0.14 -0.13 -0.43
C -6.74338 0.66602 0.46092 1.04 1.26 -2.70
O -6.31207 1.00093 -0.62736 -1.24 -0.89 2.75
Br -7.69963 2.03416 1.53628 0.24 -0.31 -0.09
C -7.82709 -2.53682 -1.15862 0.65 1.04 -0.09
I -7.06334 -3.21131 -3.08695 -0.15 -0.13 0.20
C -8.76409 -1.34384 -1.37430 -0.40 -0.68 -0.91
C -9.69826 -1.42293 -2.59017 -0.33 0.33 0.82
I -10.07395 -1.18619 0.34138 0.02 0.00 0.12
H -2.13048 -1.00825 2.62222 0.23 0.38 0.03
H -3.66444 -1.82745 2.88637 -0.37 0.31 -0.07
H -2.34107 -2.23059 3.89609 0.29 0.14 0.46
H -1.16181 -3.31450 2.08087 0.35 -0.22 -0.03
H -2.73724 -3.98692 2.16624 -0.29 -0.36 0.09
H -0.82521 -3.58427 -0.33598 0.32 -0.65 0.20
H -3.19489 -0.52961 -2.81046 -0.23 0.15 -0.41
H -2.00344 -1.81614 -2.49147 0.09 -0.30 -0.25
H -1.78761 -0.20340 -1.82332 0.27 0.23 -0.07
H -3.90265 0.06196 1.27491 0.04 0.23 0.19
H -2.57724 0.48319 0.40812 0.08 0.47 0.04
H -6.97094 -3.59094 1.64256 -0.29 0.18 0.33
H -5.24708 -3.51409 1.73785 0.34 -0.06 0.17
H -6.58960 -4.97054 -0.61352 -0.23 0.12 -0.32
H -6.62203 -5.66040 0.96656 -0.33 -0.28 0.18
H -4.82491 -6.70104 0.22487 0.11 -0.46 0.11
H -3.96599 -5.33980 0.85698 0.26 0.25 0.21
H -4.98155 -5.78571 -1.95464 -0.30 -0.06 -0.26
H -4.07461 -4.37768 -1.53062 0.27 0.42 0.03
H -2.49005 -5.74980 -2.14868 0.23 0.19 -0.16
H -5.97838 -0.71871 1.90330 0.37 0.32 0.29
H -7.63981 -0.87935 1.54532 -0.27 -0.08 0.24
H -8.37987 -3.35565 -0.73090 -0.13 -0.50 -0.08
H -8.20648 -0.43445 -1.49777 0.22 0.53 0.47
H -10.56434 -0.81686 -2.37707 -0.33 0.29 -0.08
H -9.24131 -0.99050 -3.46244 0.37 -0.20 -0.45
H -10.06159 -2.42316 -2.75372 0.03 -0.42 -0.24
C 1.48232 2.25237 -0.06392 -0.21 -0.02 0.04
C 2.78681 2.04031 -0.29936 -0.19 0.29 0.04
C 3.35858 0.64880 -0.40566 -0.22 -0.40 0.06
O 4.54379 0.53662 -0.63727 0.14 0.17 -0.01
C 2.45667 -0.48256 -0.22102 0.11 0.01 -0.12
C 1.16165 -0.26022 0.01571 0.22 -0.18 -0.03
C 0.59061 1.12486 0.09685 0.16 0.33 -0.01
O -0.60860 1.22391 0.29982 -0.08 -0.11 0.06
O 0.27094 -1.23633 0.20150 -0.05 -0.02 0.01
O 3.65448 3.02617 -0.45373 0.10 -0.31 0.03
H 1.05896 3.24330 0.01493 0.01 0.05 0.00
H 2.87657 -1.47431 -0.27857 0.03 -0.02 0.04
H -0.57812 -0.77870 0.34829 -0.09 0.08 0.02
H 4.53298 2.61870 -0.61748 0.16 0.24 -0.10
C 6.42053 5.52050 -1.55611 -0.11 -0.29 -0.03
C 7.16015 6.58091 -1.90372 -0.27 -0.10 0.10
C 8.61512 6.45573 -2.26027 0.31 -0.38 0.00
O 9.20887 7.46649 -2.58039 -0.11 0.23 0.01
C 9.22851 5.13987 -2.19908 0.07 0.18 -0.05
C 8.48945 4.07985 -1.84869 0.29 0.07 -0.07
C 7.02903 4.20595 -1.51510 -0.24 0.46 -0.01
O 6.43541 3.18089 -1.22548 0.03 -0.25 0.07
O 8.97861 2.85118 -1.77075 -0.08 -0.07 0.03
O 6.67501 7.81242 -1.95955 0.07 0.09 0.00
H 5.37645 5.60308 -1.29736 -0.02 0.01 0.02
H 10.27816 5.06085 -2.44282 0.00 -0.03 0.00
H 8.23699 2.27761 -1.50277 -0.06 -0.07 0.01
H 7.41598 8.38158 -2.24110 0.06 0.06 -0.04
C 4.45718 -4.76817 0.72061 -0.06 0.21 -0.01
C 5.10442 -5.93956 0.79592 -0.26 0.16 -0.03
C 6.59456 -6.01357 0.99803 0.35 0.36 0.04
O 7.09928 -7.11625 1.07278 -0.14 -0.22 -0.03
C 7.34119 -4.77094 1.08736 0.05 -0.19 0.01
C 6.69344 -3.60095 1.00833 0.29 -0.14 0.02
C 5.20250 -3.52889 0.83293 -0.29 -0.34 -0.04
O 4.69818 -2.42179 0.79149 0.08 0.11 0.04
O 7.30327 -2.42825 1.07604 -0.08 0.10 0.00
O 4.49523 -7.10850 0.70283 0.06 -0.11 0.01
H 3.38758 -4.70457 0.57936 -0.01 -0.04 0.01
H 8.41219 -4.83446 1.21548 0.01 0.03 0.01
H 6.60500 -1.75150 0.98728 -0.05 0.07 -0.02
H 5.19177 -7.78607 0.79346 0.06 -0.07 0.01
C 2.35951 8.79276 1.55877 -0.18 0.01 0.04
C 3.61409 8.39416 1.31092 -0.20 0.24 0.01
C 3.99054 6.93883 1.25984 -0.23 -0.32 0.10
O 5.15231 6.66854 1.01484 0.11 0.12 0.01
C 2.95933 5.94836 1.50855 0.21 -0.02 -0.04
C 1.70526 6.34826 1.75803 0.14 -0.28 -0.02
C 1.32224 7.80217 1.78793 0.26 0.43 -0.06
O 0.15847 8.07526 2.00588 -0.17 -0.17 0.05
O 0.71036 5.50463 1.99403 -0.06 0.06 -0.01
O 4.61080 9.23693 1.08975 0.11 -0.04 -0.01
H 2.07782 9.83525 1.59559 0.02 0.01 -0.01
H 3.24448 4.90690 1.48110 -0.02 -0.05 -0.03
H -0.08390 6.05416 2.13807 -0.06 0.03 0.00
H 5.40037 8.68756 0.92710 0.07 -0.04 -0.05
```
Positions in Å, forces in eV/Å.

DFT total energy in Ha: -6730.576893
Gap between HOMO and LUMO in eV: 7.0303
Spin multiplicity: 1


2.
A single C7H14 molecule. Source: the OMol25 dataset; level of theory: ωB97M-V/def2-TZVPD.

```
21
Properties=species:S:1:pos:R:3:forces:R:3
C 1.66001 0.24866 0.76018 0.06 -0.03 -0.03
C 0.22239 0.63619 1.11187 -0.02 -0.02 0.03
C 0.13946 2.12638 1.45715 0.00 0.04 0.01
C -0.76137 0.28668 -0.01378 -0.03 0.02 -0.05
C -0.70169 -1.15879 -0.45981 0.01 0.01 0.14
C -1.40552 -1.59468 -1.71218 -0.19 -0.03 -0.07
C 0.09638 -1.55134 -1.67215 0.20 -0.02 -0.06
H 1.96435 0.72724 -0.18034 -0.04 -0.05 0.14
H 2.35837 0.57351 1.54023 -0.12 -0.05 -0.09
H 1.77192 -0.83278 0.63147 -0.02 0.16 0.02
H -0.08019 0.06082 2.00019 0.04 0.06 -0.12
H 0.55924 2.33249 2.44778 -0.01 -0.03 -0.15
H 0.70504 2.72012 0.72856 -0.11 -0.07 0.05
H -0.89488 2.48848 1.44866 0.12 -0.08 0.04
H -1.77959 0.52273 0.32785 0.14 -0.03 -0.04
H -0.56861 0.93931 -0.87964 -0.01 -0.09 0.09
H -0.70635 -1.88010 0.35813 0.00 0.10 -0.14
H -1.89174 -2.56628 -1.71798 0.09 0.16 0.00
H -1.92221 -0.83358 -2.29248 0.11 -0.10 0.10
H 0.59141 -0.75501 -2.22370 -0.09 -0.12 0.12
H 0.64357 -2.49006 -1.66001 -0.12 0.14 0.01
```
Positions in Å, forces in eV/Å.

DFT total energy in Ha: -275.086691
Gap between HOMO and LUMO in eV: 11.3272
Spin multiplicity: 1
Structure (SMILES): CC(C)CC1CC1


3.
A gas-phase ion, H3S3 (charge -1). Source: the OMol25 dataset; level of theory: ωB97M-V/def2-TZVPD.

```
6
Properties=species:S:1:pos:R:3:forces:R:3
S 2.02334 0.83573 0.16056 1.58 0.35 -0.20
H 2.38684 -0.47845 0.16676 -0.40 0.50 0.04
S -2.25555 -0.57490 -0.04761 -1.24 -0.30 0.80
S -0.15953 0.59874 -0.15038 0.59 -0.59 -0.09
H -2.04972 -0.65771 1.32927 -0.09 0.07 -1.32
H 0.05461 0.27657 -1.45859 -0.43 -0.03 0.77
```
Positions in Å, forces in eV/Å.

DFT total energy in Ha: -1196.372657
Gap between HOMO and LUMO in eV: 6.0865
Net charge: -1
Spin multiplicity: 1


4.
A molecular structure, C72H57N3O4S4Ti. Source: the OMol25 dataset; level of theory: ωB97M-V/def2-TZVPD.

```
141
Properties=species:S:1:pos:R:3:forces:R:3
Ti -0.36087 1.05717 0.26944 0.27 0.08 -0.03
C -3.18287 0.50675 8.38740 -0.04 0.07 0.14
C -2.60537 0.36832 7.02371 -0.04 -0.11 -0.35
C -3.33676 -0.19191 5.97817 0.08 0.04 0.16
C -2.78646 -0.32468 4.71678 0.08 0.00 -0.30
C -1.49333 0.12967 4.47496 -0.31 -0.22 -0.52
C -0.75611 0.70844 5.49931 0.14 0.10 -0.02
C -1.30732 0.80955 6.76226 0.07 0.01 -0.29
S -0.86596 -0.28775 2.84268 0.51 -0.09 2.19
O -0.34363 0.99964 2.13980 -0.47 -0.21 2.50
C 0.59449 -1.25259 3.30982 -0.12 -0.09 -0.08
C 0.27040 -2.62631 3.26719 -0.03 -0.17 0.08
C 1.21496 -3.57935 3.50505 -0.11 0.19 0.05
C 2.55060 -3.20181 3.76655 0.06 0.30 -0.07
C 3.57446 -4.15828 3.92695 0.17 -0.05 0.08
C 4.86738 -3.76929 4.15184 -0.25 -0.22 -0.05
C 5.18753 -2.40661 4.24121 -0.14 0.27 -0.01
C 4.21239 -1.45563 4.11564 0.26 0.00 -0.06
C 2.87384 -1.81897 3.85325 -0.21 -0.32 0.06
C 1.86140 -0.83228 3.65341 -0.28 -0.17 0.12
C 2.25963 0.58968 3.77446 0.00 0.22 -0.50
C 2.51827 1.19481 5.03455 0.21 0.31 0.02
C 2.39274 0.50011 6.26044 0.03 0.02 0.13
C 2.63493 1.13987 7.44569 -0.05 -0.28 -0.11
C 3.02140 2.48995 7.47198 0.09 0.26 -0.14
C 3.15502 3.18630 6.30309 -0.02 -0.04 0.21
C 2.91129 2.56340 5.06243 -0.15 -0.37 0.04
C 3.04981 3.27993 3.85437 0.01 -0.10 -0.36
C 2.84566 2.67203 2.64938 0.05 0.30 0.07
C 2.45679 1.32599 2.62792 -0.07 -0.47 0.17
S 2.26838 0.42947 1.09747 2.20 0.59 0.83
O 1.42892 1.37779 0.20274 2.52 0.72 -0.38
C 3.88688 0.66108 0.37297 -0.28 -0.34 -0.08
C 4.19558 1.81378 -0.32947 -0.24 0.07 0.09
C 5.42375 1.90312 -0.95313 -0.05 -0.04 0.05
C 6.33396 0.84873 -0.91815 -0.30 -0.01 0.06
C 7.61165 0.95878 -1.67350 0.20 -0.02 0.02
C 5.99420 -0.30215 -0.20387 0.04 0.14 -0.06
C 4.77716 -0.40152 0.44200 -0.20 0.02 0.13
H -4.18506 0.10013 8.44621 -0.14 -0.06 0.02
H -3.22023 1.55666 8.67010 -0.03 0.10 0.06
H -2.56009 -0.00004 9.11934 0.07 -0.07 0.11
H -4.34030 -0.53871 6.16906 -0.12 -0.05 -0.03
H -3.34287 -0.78867 3.91418 -0.15 -0.05 -0.02
H 0.23737 1.07661 5.31761 0.00 0.04 0.00
H -0.71843 1.23038 7.56484 0.06 0.10 0.03
H -0.75731 -2.90191 3.07486 -0.06 -0.16 -0.09
H 0.95392 -4.62669 3.49351 -0.04 -0.11 -0.03
H 3.31540 -5.20503 3.87158 0.01 -0.11 -0.01
H 5.64734 -4.50380 4.27044 0.06 -0.13 0.00
H 6.20962 -2.10779 4.41093 0.11 0.04 0.08
H 4.46751 -0.41263 4.20842 0.10 0.13 -0.02
H 2.09057 -0.53755 6.25385 0.00 -0.08 0.02
H 2.53566 0.60520 8.37772 -0.01 -0.10 0.07
H 3.22117 2.97083 8.41929 -0.02 0.03 0.01
H 3.44850 4.22425 6.30775 0.06 0.13 0.04
H 3.34655 4.31565 3.90336 0.03 0.15 -0.05
H 2.97356 3.20772 1.72336 0.04 0.15 -0.06
H 3.46952 2.61161 -0.40247 0.05 0.08 -0.06
H 5.67986 2.80215 -1.49097 0.02 0.12 -0.10
H 7.60519 1.84221 -2.30526 0.09 0.00 -0.08
H 7.76966 0.07714 -2.28897 0.06 -0.05 -0.10
H 8.45877 1.03472 -0.99523 0.10 0.01 0.07
H 6.67993 -1.13262 -0.16986 0.15 -0.13 0.02
H 4.50470 -1.28970 0.99537 0.06 -0.17 0.03
C 1.33895 5.42630 -6.97828 -0.02 0.12 -0.09
C 1.08049 4.47496 -5.86333 0.11 -0.19 0.28
C 2.11072 4.02350 -5.03969 -0.11 0.07 -0.16
C 1.86173 3.13026 -4.01409 -0.01 -0.18 0.24
C 0.56294 2.68796 -3.77946 0.45 -0.17 0.46
C -0.47984 3.14698 -4.57309 -0.17 -0.04 0.04
C -0.21474 4.01809 -5.61291 -0.04 -0.16 0.27
S 0.44836 1.38427 -2.54308 -0.61 0.51 -2.12
O -0.57613 1.78278 -1.44565 0.15 1.14 -2.33
C -0.32984 0.08937 -3.54327 0.14 -0.05 0.05
C 0.66843 -0.77602 -4.03992 0.11 -0.07 -0.14
C 0.34546 -1.89182 -4.75091 -0.03 0.18 0.04
C -1.00971 -2.21844 -4.97546 -0.22 0.15 0.15
C -1.38924 -3.40860 -5.62874 -0.18 -0.12 -0.10
C -2.71078 -3.71363 -5.81830 0.34 -0.02 -0.03
C -3.70773 -2.82995 -5.37859 -0.04 0.23 0.14
C -3.37070 -1.65698 -4.76084 -0.20 -0.12 0.02
C -2.01926 -1.32466 -4.52232 0.28 -0.13 -0.16
C -1.66032 -0.13483 -3.82048 0.32 0.10 -0.11
C -2.75722 0.76521 -3.39518 -0.04 -0.03 0.53
C -3.43798 1.60304 -4.31918 -0.40 0.12 0.09
C -3.11631 1.64944 -5.69628 -0.06 0.03 -0.10
C -3.79322 2.48966 -6.53780 0.22 -0.24 0.02
C -4.82253 3.31526 -6.05567 -0.17 0.10 0.19
C -5.16092 3.28807 -4.73110 -0.01 0.06 -0.23
C -4.48942 2.43269 -3.83437 0.34 -0.16 -0.15
C -4.84306 2.39329 -2.46810 0.08 -0.19 0.26
C -4.21250 1.54750 -1.60317 -0.21 0.19 0.11
C -3.17679 0.73591 -2.08390 0.34 -0.24 -0.37
S -2.37189 -0.47698 -1.05571 -2.24 -0.37 -0.78
O -2.00480 0.30040 0.23719 -2.55 -1.20 0.32
C -3.77652 -1.42475 -0.48607 0.45 -0.10 0.01
C -4.52749 -1.00457 0.59860 0.15 0.20 -0.01
C -5.53569 -1.82492 1.06420 0.05 0.03 -0.04
C -5.78461 -3.06852 0.48814 0.24 0.13 -0.06
C -6.82434 -3.95793 1.07377 -0.14 -0.14 -0.02
C -5.01047 -3.46478 -0.60457 -0.07 0.10 0.07
C -4.00998 -2.64981 -1.09620 0.16 0.18 -0.07
H 2.39454 5.64805 -7.08209 0.13 0.04 -0.03
H 0.80651 6.36001 -6.80430 -0.02 0.09 -0.01
H 0.97523 5.02056 -7.91864 -0.03 -0.04 -0.13
H 3.11627 4.36949 -5.22445 0.12 0.00 0.03
H 2.66804 2.75669 -3.39797 0.15 0.03 0.02
H -1.48814 2.82373 -4.38710 -0.02 0.05 0.00
H -1.02711 4.34188 -6.24874 -0.08 0.06 0.01
H 1.70042 -0.50305 -3.87500 0.20 -0.12 0.01
H 1.11480 -2.53552 -5.14861 0.11 -0.08 -0.01
H -0.61604 -4.07728 -5.97592 0.07 -0.09 -0.04
H -2.99639 -4.62589 -6.31710 0.02 -0.12 -0.05
H -4.74689 -3.08021 -5.52706 -0.09 0.01 -0.06
H -4.14555 -0.97774 -4.44289 -0.13 0.03 0.05
H -2.31917 1.02501 -6.07405 0.04 -0.05 -0.07
H -3.54125 2.51846 -7.58723 0.03 -0.03 -0.09
H -5.34741 3.96490 -6.74181 -0.02 0.04 0.02
H -5.94890 3.91926 -4.35072 -0.11 0.07 0.02
H -5.64439 3.02916 -2.12577 -0.08 0.08 0.09
H -4.49709 1.49324 -0.56522 -0.11 0.07 0.10
H -4.30594 -0.06128 1.07965 -0.06 -0.01 0.07
H -6.13702 -1.50337 1.89953 -0.07 0.05 0.14
H -7.28013 -3.49467 1.94370 -0.07 -0.06 0.06
H -6.38312 -4.90765 1.36853 -0.01 -0.10 0.07
H -7.60657 -4.17851 0.35144 -0.09 -0.02 -0.08
H -5.17587 -4.42617 -1.06147 -0.08 -0.18 -0.08
H -3.40462 -2.94641 -1.94164 0.04 -0.17 -0.08
N 3.03508 -3.23706 -2.12305 0.44 -0.02 -0.32
C 1.95874 -2.93429 -1.39276 -0.76 0.22 0.52
C 1.55699 -1.60246 -1.11476 0.05 -0.01 -0.04
N 0.46378 -1.33951 -0.41093 -0.24 0.05 0.19
C -0.23540 -2.38230 0.06539 -0.05 0.12 -0.09
C 0.17030 -3.68555 -0.20063 -0.22 0.42 0.08
N 1.23415 -3.95737 -0.92186 0.50 0.00 -0.27
H 3.64152 -2.53399 -2.50291 0.03 -0.01 0.01
H 3.25717 -4.20967 -2.26603 0.01 0.06 0.00
H 2.12971 -0.75026 -1.46510 0.05 -0.08 -0.09
H -1.12009 -2.15186 0.64811 0.05 -0.19 0.00
H -0.37452 -4.54148 0.16747 -0.21 -0.01 0.15
```
Positions in Å, forces in eV/Å.

DFT total energy in Ha: -5684.612615
Gap between HOMO and LUMO (alpha / beta) in eV: 7.6803 / 7.7381
Net charge: +3
Spin multiplicity: 2
⟨S²⟩: 0.752


| no. | strongest force on any atom (eV/Å) |
| --- | --- |
| 1 | 3.15 |
| 2 | 0.20 |
| 3 | 1.63 |
| 4 | 2.84 |